# 1
The following is a DFT calculation (ωB97M-V/def2-TZVPD) of a 2-piece molecular cluster, C5H8N2O overall at a distorted geometry.

Cartesian coordinates (Å):
C (-2.051, -0.388, -0.169)
C (-0.445, -0.124, -0.288)
C (0.093, 1.240, 0.316)
C (2.029, 0.799, -0.213)
C (0.427, -0.144, 0.885)
H (-2.514, -1.367, -0.208)
H (-2.523, 0.002, 0.757)
H (-2.595, 0.286, -0.854)
H (-0.114, -0.541, -1.336)
H (-0.859, 1.797, 0.821)
H (2.859, 0.774, -1.123)
H (0.619, -1.661, -0.424)
H (0.068, -0.610, 1.790)
N (1.103, 1.770, -0.353)
N (1.909, -0.307, 0.726)
O (1.994, -1.528, -0.326)

Calculated values
F_max in Eh/bohr: 0.163
LUMO level in Eh: 0.01352
Net charge: 0
HOMO in eV: -9.302
Energy above the lowest of the compared OMol25 structures with the same formula, charge and spin in kJ/mol: 792.21
Frontier orbital gap in eV: 9.7

=====

# 2
The following is a DFT calculation (ωB97M-V/def2-TZVPD) of C5H8N2OS in the gas phase at a distorted geometry.

Cartesian coordinates (Å):
C (-0.267, -0.003, 0.611)
C (0.486, -0.422, -0.712)
C (0.138, -2.130, 0.549)
C (0.468, 1.194, 1.250)
C (0.992, 0.372, -1.792)
N (-0.323, -1.216, 1.350)
N (0.711, -1.672, -0.635)
O (-2.690, -0.394, -0.815)
S (-2.033, 0.587, 0.141)
H (0.166, -3.161, 0.752)
H (0.133, 1.548, 2.160)
H (0.383, 2.081, 0.598)
H (1.474, 0.916, 1.365)
H (1.264, 1.329, -1.357)
H (0.050, 0.611, -2.338)
H (1.675, -0.060, -2.513)
H (-2.626, 0.419, 1.385)

Calculated values
F_max in Eh/bohr: 0.055
LUMO level in Eh: -0.00057
Net charge: 0
HOMO in eV: -9.340
Energy above the lowest of the compared OMol25 structures with the same formula, charge and spin in kJ/mol: 311.41
Frontier orbital gap in eV: 9.3

=====

# 3
The following is a DFT calculation (ωB97M-V/def2-TZVPD) of C4H11N2O in the gas phase at a distorted geometry.

Cartesian coordinates (Å):
O (1.787, -1.695, 1.536)
C (1.366, -0.496, 1.363)
C (0.599, -0.213, 0.087)
C (-0.084, 1.173, 0.245)
C (-0.700, 1.692, -1.066)
N (-1.756, 0.669, -1.455)
N (-0.405, -1.285, -0.126)
H (1.386, 0.282, 2.132)
H (1.257, -0.139, -0.803)
H (0.645, 1.824, 0.689)
H (-0.945, 1.048, 0.887)
H (0.036, 1.749, -1.856)
H (-1.268, 2.620, -0.927)
H (-2.611, 0.891, -0.961)
H (-1.444, -0.385, -1.027)
H (-2.037, 0.741, -2.423)
H (-0.634, -1.651, 0.793)
H (-0.009, -2.084, -0.593)

Calculated values
F_max in Eh/bohr: 0.036
LUMO level (alpha / beta) in Eh: -0.00733 / -0.00925
Net charge: 0
HOMO (alpha / beta) in eV: -3.575 / -6.871
Energy above the lowest of the compared OMol25 structures with the same formula, charge and spin in kJ/mol: 214.60
Frontier orbital gap (alpha / beta) in eV: 3.4 / 6.6
Expectation value of S²: 0.75
2S+1: 2

=====

# 4
The following is a DFT calculation (ωB97M-V/def2-TZVPD) of C30H36FInN7O6 as an isolated structure at a distorted geometry.

Cartesian coordinates (Å):
C (1.382, 5.399, 1.404)
C (0.196, 4.280, 1.722)
In (-1.164, 3.880, -0.077)
F (-2.597, 2.445, 0.617)
C (-2.162, 5.851, -0.572)
C (-2.679, 6.009, -2.117)
C (-4.019, 5.152, -2.504)
C (-4.551, 4.115, -1.354)
N (-6.005, 3.771, -1.737)
C (-6.389, 2.555, -0.911)
N (-6.647, 2.632, 0.455)
N (-6.435, 1.205, -1.635)
C (0.139, 3.045, -1.772)
C (-0.324, 3.048, -3.332)
C (0.529, 2.425, -4.612)
C (1.988, 1.788, -4.095)
C (2.278, 1.911, -2.498)
N (1.454, 2.460, -1.384)
H (1.125, 6.422, 1.961)
H (2.451, 5.015, 1.765)
H (1.435, 5.602, 0.243)
H (-0.478, 4.645, 2.626)
H (0.713, 3.269, 2.069)
H (-3.074, 6.049, 0.161)
H (-1.399, 6.736, -0.372)
H (-2.967, 7.159, -2.256)
H (-1.777, 5.835, -2.880)
H (-4.926, 5.847, -2.845)
H (-3.762, 4.488, -3.462)
H (-4.611, 4.553, -0.271)
H (-3.961, 3.105, -1.445)
H (-6.602, 4.552, -1.338)
H (-6.872, 1.652, 0.805)
H (-5.506, 1.146, -2.113)
H (-6.453, 0.410, -0.957)
H (-1.384, 3.532, -3.573)
H (0.166, 2.415, -5.724)
H (2.749, 1.285, -4.853)
H (3.343, 1.482, -2.164)
C (6.666, -2.664, -6.225)
C (6.694, -1.270, -6.295)
C (6.078, -0.507, -5.301)
C (5.438, -1.153, -4.235)
C (5.401, -2.552, -4.166)
C (6.019, -3.305, -5.167)
N (4.810, -0.356, -3.174)
O (4.847, 0.879, -3.280)
O (4.283, -0.964, -2.230)
H (7.153, -3.254, -6.999)
H (7.199, -0.778, -7.123)
H (6.108, 0.578, -5.370)
H (4.904, -3.066, -3.346)
H (5.999, -4.391, -5.121)
C (1.339, 0.454, 1.963)
C (-0.054, 0.375, 1.910)
C (-0.726, -0.628, 2.611)
C (0.010, -1.549, 3.369)
C (1.409, -1.478, 3.417)
C (2.070, -0.472, 2.710)
N (-0.691, -2.591, 4.128)
O (-1.928, -2.633, 4.044)
O (-0.008, -3.366, 4.813)
H (1.858, 1.241, 1.419)
H (-0.617, 1.099, 1.324)
H (-1.811, -0.676, 2.559)
H (1.993, -2.189, 3.998)
H (3.155, -0.406, 2.744)
C (-0.947, -6.069, 5.422)
C (-0.028, -6.685, 4.572)
C (0.109, -8.075, 4.578)
C (-0.687, -8.841, 5.441)
C (-1.604, -8.224, 6.302)
C (-1.730, -6.833, 6.288)
N (-0.566, -10.304, 5.435)
O (0.271, -10.811, 4.673)
O (-1.310, -10.948, 6.188)
H (-1.054, -4.985, 5.410)
H (0.580, -6.083, 3.901)
H (0.829, -8.540, 3.909)
H (-2.224, -8.806, 6.981)
H (-2.442, -6.345, 6.951)

Calculated values
F_max in Eh/bohr: 0.117
LUMO level in Eh: 0.02003
Net charge: -1
HOMO in eV: -5.205
Frontier orbital gap in eV: 5.8

=====

# 5
The following is a DFT calculation (ωB97M-V/def2-TZVPD) of C17H17F2IrN4O6PSe as an isolated structure.

Cartesian coordinates (Å):
Ir (-0.620, 1.033, 1.512)
F (-1.398, 1.334, 4.190)
C (-1.981, 1.227, 2.969)
F (-2.840, 0.174, 3.039)
H (-2.541, 2.144, 2.763)
C (-0.440, -1.714, 3.658)
P (0.579, -0.505, 2.782)
C (1.536, 0.397, 4.029)
C (1.874, -1.515, 2.007)
H (0.192, -2.368, 4.259)
H (-0.982, -2.318, 2.929)
H (-1.159, -1.213, 4.303)
H (2.039, -0.316, 4.684)
H (0.904, 1.046, 4.629)
H (2.297, 0.996, 3.525)
H (2.459, -1.971, 2.808)
H (2.539, -0.895, 1.405)
H (1.449, -2.312, 1.399)
O (-2.479, 3.443, -1.211)
C (-1.630, 2.828, -0.627)
O (-1.619, 2.611, 0.673)
C (-0.463, 2.215, -1.372)
C (-0.673, 1.693, -2.647)
C (0.380, 1.096, -3.304)
C (1.661, 1.034, -2.781)
C (1.831, 1.552, -1.520)
C (0.798, 2.139, -0.798)
N (3.142, 1.408, -0.866)
O (3.142, 1.459, 0.352)
O (4.110, 1.240, -1.563)
N (0.123, 0.419, -4.597)
O (-1.001, 0.481, -5.038)
O (1.054, -0.175, -5.097)
H (-1.650, 1.749, -3.110)
H (2.470, 0.570, -3.326)
H (1.022, 2.596, 0.159)
Se (-3.462, -0.165, 0.234)
N (-1.651, -0.268, 0.404)
C (-1.176, -1.016, -0.595)
C (0.183, -1.301, -0.885)
C (0.467, -2.079, -1.962)
C (-0.550, -2.605, -2.822)
C (-1.856, -2.341, -2.589)
C (-2.203, -1.530, -1.465)
N (-3.445, -1.183, -1.170)
H (0.971, -0.883, -0.277)
H (1.502, -2.298, -2.195)
H (-0.257, -3.207, -3.671)
H (-2.650, -2.709, -3.224)

Calculated values
F_max in Eh/bohr: 0.005
LUMO level in Eh: -0.19089
Net charge: +1
HOMO in eV: -12.799
Energy above the lowest of the compared OMol25 structures with the same formula, charge and spin in kJ/mol: 16.33
Frontier orbital gap in eV: 7.6

=====

# 6
The following is a DFT calculation (ωB97M-V/def2-TZVPD) of a 9-piece molecular cluster, C28H79N5O9 overall at a distorted geometry.

Cartesian coordinates (Å):
C (2.827, 2.905, 1.788)
C (2.415, 3.417, 3.174)
C (2.196, 4.933, 3.257)
O (3.414, 5.651, 2.977)
C (3.246, 7.015, 2.851)
N (1.221, 2.751, 3.427)
H (2.829, 1.827, 1.629)
H (3.763, 3.405, 1.537)
H (2.137, 3.359, 1.076)
H (3.134, 3.146, 3.947)
H (1.930, 5.058, 4.307)
H (1.387, 5.410, 2.704)
H (3.913, 7.436, 2.099)
H (3.490, 7.607, 3.733)
H (2.260, 7.263, 2.457)
H (0.495, 3.146, 2.847)
H (0.857, 2.955, 4.347)
C (-1.235, -3.677, -3.478)
C (-0.773, -3.913, -2.052)
C (0.746, -4.401, -1.865)
O (0.891, -5.864, -1.884)
C (2.236, -6.328, -2.018)
N (-0.991, -2.597, -1.472)
H (-0.574, -4.265, -4.116)
H (-1.134, -2.660, -3.855)
H (-2.219, -4.018, -3.798)
H (-1.425, -4.636, -1.562)
H (1.161, -4.084, -0.909)
H (1.388, -3.860, -2.560)
H (2.680, -6.773, -1.128)
H (2.917, -5.635, -2.512)
H (2.203, -7.107, -2.780)
H (-1.973, -2.365, -1.432)
H (-0.553, -1.830, -1.961)
C (-1.176, 3.838, -3.760)
C (-0.892, 4.487, -2.390)
C (-0.958, 6.051, -2.355)
O (-0.738, 6.568, -1.038)
C (0.348, 6.172, -0.226)
N (-1.831, 4.023, -1.474)
H (-1.114, 2.752, -3.833)
H (-0.358, 4.139, -4.415)
H (-2.135, 4.279, -4.034)
H (0.139, 4.272, -2.107)
H (-1.870, 6.484, -2.766)
H (-0.088, 6.424, -2.895)
H (1.368, 6.494, -0.439)
H (0.530, 5.106, -0.091)
H (0.204, 6.612, 0.761)
H (-2.763, 4.022, -1.863)
H (-1.650, 4.419, -0.563)
C (4.530, -1.153, -6.565)
C (4.383, -1.734, -5.168)
C (3.102, -1.073, -4.413)
O (3.164, -1.279, -3.019)
C (2.183, -0.526, -2.329)
N (4.190, -3.175, -5.199)
H (4.804, -0.098, -6.579)
H (3.649, -1.312, -7.187)
H (5.339, -1.726, -7.018)
H (5.287, -1.430, -4.639)
H (2.164, -1.481, -4.789)
H (3.083, 0.004, -4.577)
H (1.188, -0.670, -2.751)
H (2.321, 0.556, -2.335)
H (1.829, -0.878, -1.360)
H (3.487, -3.461, -5.865)
H (3.602, -3.293, -4.387)
C (-5.104, -3.587, 4.045)
C (-5.097, -2.089, 3.575)
C (-3.838, -1.344, 4.026)
O (-3.829, -1.547, 5.424)
C (-2.554, -1.007, 5.958)
N (-5.263, -1.955, 2.114)
H (-4.259, -4.153, 3.652)
H (-5.844, -4.150, 3.477)
H (-5.148, -3.929, 5.079)
H (-5.905, -1.606, 4.123)
H (-3.873, -0.306, 3.694)
H (-3.029, -1.941, 3.606)
H (-1.637, -1.575, 5.806)
H (-2.646, -0.859, 7.034)
H (-2.479, 0.021, 5.605)
H (-5.537, -1.018, 1.856)
H (-5.985, -2.608, 1.845)
C (2.368, 0.146, 5.666)
C (2.467, -0.513, 4.258)
O (1.410, -0.045, 3.573)
H (1.467, -0.259, 6.126)
H (2.275, 1.232, 5.667)
H (3.337, -0.197, 6.028)
H (2.392, -1.600, 4.249)
H (3.417, -0.234, 3.802)
H (1.653, 0.854, 3.338)
C (-1.134, -0.035, 1.285)
C (-0.600, 1.073, 0.330)
O (-1.325, 1.094, -0.851)
H (-0.693, 0.273, 2.233)
H (-0.776, -1.016, 0.971)
H (-2.216, -0.150, 1.227)
H (0.468, 0.959, 0.146)
H (-0.640, 2.058, 0.797)
H (-1.546, 2.028, -0.881)
C (-3.897, -0.533, -4.339)
C (-3.213, 0.282, -3.309)
O (-1.992, -0.278, -2.997)
H (-3.260, -1.047, -5.059)
H (-4.577, 0.075, -4.936)
H (-4.569, -1.274, -3.906)
H (-3.763, 0.330, -2.369)
H (-3.064, 1.342, -3.511)
H (-1.669, 0.050, -2.154)
C (-0.579, -4.999, 1.792)
C (0.357, -3.806, 1.667)
O (0.428, -3.133, 2.814)
H (-0.297, -5.725, 2.555)
H (-0.523, -5.687, 0.949)
H (-1.655, -4.829, 1.824)
H (0.017, -3.036, 0.974)
H (1.260, -4.251, 1.251)
H (0.518, -2.179, 2.765)

Calculated values
F_max in Eh/bohr: 0.089
LUMO level in Eh: 0.00949
Net charge: 0
HOMO in eV: -8.267
Structure (SMILES): COC[C@H](C)N.COC[C@H](C)N.COC[C@H](C)N.COC[C@H](C)N.COC[C@H](C)N.CCO.CCO.CCO.CCO
Energy above the lowest of the compared OMol25 structures with the same formula, charge and spin in kJ/mol: 548.91
Frontier orbital gap in eV: 8.5

=====

# 7
The following is a DFT calculation (ωB97M-V/def2-TZVPD) of C22H13Co2N2O6 as an isolated structure at a distorted geometry.

Cartesian coordinates (Å):
C (0.493, -0.157, -2.290)
N (0.526, 1.201, -2.550)
N (0.529, 2.353, -2.684)
C (-0.838, -0.769, -2.299)
C (-1.107, -2.144, -2.129)
C (-2.387, -2.673, -2.247)
C (-3.465, -1.827, -2.507)
C (-3.240, -0.451, -2.648)
C (-1.954, 0.076, -2.531)
C (1.791, -0.827, -2.355)
C (2.022, -2.200, -2.120)
C (3.267, -2.789, -2.306)
C (4.366, -2.001, -2.661)
C (4.178, -0.625, -2.855)
C (2.921, -0.044, -2.704)
H (-0.307, -2.826, -1.905)
H (-2.537, -3.747, -2.147)
H (-4.471, -2.232, -2.614)
H (-4.061, 0.235, -2.864)
H (-1.811, 1.153, -2.649)
H (1.217, -2.827, -1.778)
H (3.380, -3.864, -2.177)
H (5.350, -2.449, -2.793)
H (5.011, 0.020, -3.144)
H (2.811, 1.029, -2.879)
O (3.129, 0.600, 4.308)
C (2.002, 0.868, 4.344)
Co (0.281, 1.257, 4.392)
C (-0.336, -0.382, 4.183)
O (-0.722, -1.468, 4.078)
C (0.216, 1.520, 6.133)
O (0.198, 1.668, 7.278)
C (0.130, 2.374, 2.759)
C (-0.294, 1.740, 1.579)
C (0.135, 1.232, 0.409)
Co (-1.614, 2.015, 2.719)
C (-2.299, 0.535, 2.048)
O (-2.747, -0.436, 1.600)
C (-2.765, 3.228, 1.995)
O (-3.462, 3.999, 1.491)
C (-2.102, 2.042, 4.490)
O (-2.772, 2.233, 5.420)
H (0.727, 3.293, 2.732)
H (-0.551, 0.644, -0.201)
H (1.161, 1.422, 0.078)

Calculated values
F_max in Eh/bohr: 0.112
LUMO level in Eh: 0.08979
Net charge: -1
HOMO in eV: -4.221
Energy above the lowest of the compared OMol25 structures with the same formula, charge and spin in kJ/mol: 22.81
Frontier orbital gap in eV: 6.7

=====

# 8
The following is a DFT calculation (ωB97M-V/def2-TZVPD) of a 2-piece molecular cluster, C4H11NO2 overall at a distorted geometry.

Cartesian coordinates (Å):
C (2.812, -0.384, -0.403)
N (1.740, 0.332, -0.902)
C (0.252, 0.245, 1.160)
C (0.344, 0.852, -0.338)
C (-0.751, 0.065, -1.256)
O (3.068, -0.970, 0.690)
H (3.649, -0.287, -1.200)
H (1.873, 0.676, -1.873)
H (0.326, -0.895, 1.228)
H (-0.794, 0.308, 1.243)
H (0.674, 0.818, 1.950)
H (0.556, 1.903, -0.481)
H (-0.728, 0.371, -2.379)
H (-0.634, -0.936, -1.208)
H (-1.737, 0.281, -0.865)
H (-3.878, -0.757, 0.812)
H (-3.288, -1.232, 2.143)
O (-3.482, -0.391, 1.682)

Calculated values
F_max in Eh/bohr: 0.112
LUMO level in Eh: 0.02098
Net charge: 0
HOMO in eV: -9.366
Structure (SMILES): CC(C)NC=O.O
Energy above the lowest of the compared OMol25 structures with the same formula, charge and spin in kJ/mol: 234.96
Frontier orbital gap in eV: 9.9

=====

What is the F_max in the fourth record?
0.117 Eh/bohr

=====

What is the formula in the second record?
C5H8N2OS

=====

Among the records above, which one has the highest net charge?
C17H17F2IrN4O6PSe

=====

Among the records above, which one has the lowest F_max?
C17H17F2IrN4O6PSe